{"formula": "C27H70N5O8P", "method": "wB97M-V/def2-TZVPD", "orbital_gap_ev": 9.0, "smiles": "COCCNCCOC.COCCNCCOC.COCCNCCOC.COCCNCCOC.CCNPC", "elements": ["C", "O", "C", "C", "N", "C", "C", "O", "C", "H", "H", "H", "H", "H", "H", "H", "H", "H", "H", "H", "H", "H", "H", "H", "C", "O", "C", "C", "N", "C", "C", "O", "C", "H", "H", "H", "H", "H", "H", "H", "H", "H", "H", "H", "H", "H", "H", "H", "C", "O", "C", "C", "N", "C", "C", "O", "C", "H", "H", "H", "H", "H", "H", "H", "H", "H", "H", "H", "H", "H", "H", "H", "C", "O", "C", "C", "N", "C", "C", "O", "C", "H", "H", "H", "H", "H", "H", "H", "H", "H", "H", "H", "H", "H", "H", "H", "C", "C", "N", "P", "C", "H", "H", "H", "H", "H", "H", "H", "H", "H", "H"], "coordinates": [[5.978, 3.421, -0.726], [5.252, 4.571, -1.141], [5.752, 5.159, -2.349], [4.794, 4.900, -3.524], [4.805, 3.490, -3.925], [3.698, 3.107, -4.811], [2.258, 3.307, -4.297], [1.888, 2.435, -3.228], [2.335, 2.848, -1.947], [5.684, 3.189, 0.302], [5.730, 2.557, -1.346], [7.056, 3.598, -0.747], [6.772, 4.834, -2.578], [5.785, 6.240, -2.172], [5.093, 5.517, -4.379], [3.797, 5.216, -3.208], [4.756, 2.905, -3.092], [3.831, 2.038, -5.026], [3.815, 3.634, -5.764], [1.583, 3.055, -5.126], [2.036, 4.349, -4.045], [2.339, 3.938, -1.834], [3.328, 2.436, -1.750], [1.662, 2.430, -1.196], [1.511, -1.736, 0.754], [1.062, -0.442, 0.374], [0.097, -0.458, -0.685], [-1.304, -0.104, -0.158], [-1.850, -1.178, 0.677], [-3.025, -0.789, 1.468], [-2.872, 0.377, 2.466], [-2.039, 0.085, 3.589], [-0.648, 0.200, 3.339], [2.397, -1.615, 1.384], [0.752, -2.255, 1.343], [1.784, -2.338, -0.116], [0.097, -1.406, -1.233], [0.401, 0.327, -1.388], [-1.978, 0.069, -1.004], [-1.215, 0.830, 0.403], [-1.130, -1.499, 1.324], [-3.322, -1.679, 2.038], [-3.850, -0.568, 0.781], [-3.867, 0.576, 2.883], [-2.565, 1.312, 1.985], [-0.412, 1.004, 2.633], [-0.256, -0.755, 2.981], [-0.145, 0.416, 4.283], [-4.450, 6.398, 3.916], [-4.722, 5.112, 4.459], [-3.990, 4.056, 3.825], [-2.881, 3.523, 4.749], [-1.799, 4.500, 4.908], [-0.876, 4.203, 6.011], [-1.459, 4.103, 7.435], [-1.920, 5.343, 7.971], [-3.214, 5.729, 7.537], [-5.211, 7.090, 4.289], [-3.476, 6.764, 4.246], [-4.495, 6.389, 2.824], [-3.595, 4.352, 2.848], [-4.707, 3.244, 3.657], [-2.470, 2.599, 4.329], [-3.345, 3.284, 5.710], [-2.201, 5.421, 5.076], [-0.128, 5.007, 6.011], [-0.339, 3.277, 5.777], [-0.641, 3.785, 8.095], [-2.226, 3.327, 7.528], [-3.882, 4.873, 7.393], [-3.137, 6.318, 6.619], [-3.652, 6.380, 8.296], [-3.532, -6.875, -3.063], [-3.810, -7.065, -1.681], [-3.326, -8.311, -1.165], [-2.110, -8.091, -0.249], [-0.930, -7.676, -1.013], [0.164, -7.143, -0.191], [-0.126, -5.910, 0.689], [-0.349, -4.704, -0.044], [-1.661, -4.563, -0.564], [-4.131, -6.031, -3.415], [-2.480, -6.625, -3.219], [-3.796, -7.758, -3.650], [-3.110, -9.034, -1.958], [-4.137, -8.726, -0.555], [-1.883, -9.022, 0.283], [-2.391, -7.336, 0.490], [-1.200, -6.955, -1.680], [0.970, -6.875, -0.886], [0.552, -7.951, 0.440], [0.774, -5.724, 1.290], [-0.930, -6.082, 1.412], [-2.424, -4.994, 0.094], [-1.715, -5.010, -1.560], [-1.872, -3.499, -0.681], [4.795, -2.600, -4.651], [3.669, -1.654, -5.389], [2.401, -1.463, -4.543], [1.089, -2.114, -5.598], [-0.523, -2.430, -4.618], [5.354, -2.089, -3.758], [4.227, -3.600, -4.335], [5.622, -2.832, -5.478], [4.158, -0.614, -5.621], [3.398, -2.210, -6.410], [2.222, -0.422, -4.546], [0.855, -1.020, -6.551], [-1.332, -2.781, -5.422], [-0.390, -3.352, -3.893], [-0.929, -1.484, -4.028]], "mulliken_charge": [-0.69, -0.32, -0.80, -0.16, -0.33, -0.28, -0.64, -0.34, -0.39, 0.23, 0.28, 0.33, 0.39, 0.39, 0.41, 0.14, 0.05, 0.00, 0.39, 0.37, 0.38, 0.31, 0.10, 0.18, -0.63, -0.28, -0.51, -0.33, -0.04, -1.18, -0.20, -0.48, -0.67, 0.29, 0.16, 0.34, 0.26, 0.21, 0.42, 0.13, -0.05, 0.36, 0.44, 0.45, 0.33, 0.28, 0.30, 0.40, -0.71, -0.36, -0.77, 0.41, -0.40, -0.67, -0.50, -0.43, -0.48, 0.24, 0.30, 0.33, 0.42, 0.27, -0.01, 0.10, 0.12, 0.38, 0.34, 0.36, 0.35, 0.27, 0.13, 0.32, -0.69, -0.32, -0.82, -0.16, -0.32, -0.85, -0.55, -0.24, -0.33, 0.23, 0.27, 0.34, 0.38, 0.39, 0.42, 0.14, 0.07, 0.39, 0.41, 0.35, 0.39, 0.26, -0.02, 0.25, -0.93, -0.30, -0.27, 0.00, -0.54, 0.24, 0.23, 0.29, 0.20, 0.32, 0.16, 0.02, 0.31, 0.07, 0.20]}



{"formula": "C14H18AuF6N4O6S2", "method": "wB97M-V/def2-TZVPD", "orbital_gap_ev": [9.8, 5.4], "spin_multiplicity": 3, "charge": 1, "elements": ["Au", "O", "C", "O", "C", "C", "C", "C", "C", "N", "H", "H", "H", "H", "F", "C", "F", "F", "S", "O", "O", "N", "S", "O", "O", "C", "F", "F", "F", "C", "C", "N", "C", "C", "C", "C", "N", "H", "H", "H", "H", "H", "H", "H", "H", "H", "H", "H", "H", "H", "H"], "coordinates": [[-0.070, 0.570, 0.198], [-1.739, 4.206, -0.411], [-0.966, 3.289, -0.360], [-1.055, 2.119, -0.894], [0.383, 3.524, 0.400], [0.804, 4.807, 0.696], [2.048, 4.945, 1.297], [2.815, 3.825, 1.584], [2.317, 2.570, 1.272], [1.123, 2.483, 0.692], [0.161, 5.639, 0.449], [2.419, 5.932, 1.540], [3.788, 3.903, 2.046], [2.855, 1.658, 1.488], [1.994, -2.929, 3.554], [1.084, -2.028, 3.904], [-0.123, -2.467, 3.582], [1.154, -1.784, 5.199], [1.476, -0.464, 2.960], [0.879, -0.792, 1.639], [2.891, -0.325, 2.970], [0.782, 0.752, 3.639], [-0.778, 0.991, 3.445], [-1.074, 1.405, 2.066], [-1.622, 0.008, 4.024], [-0.914, 2.600, 4.366], [-0.166, 3.490, 3.703], [-2.170, 2.991, 4.382], [-0.464, 2.459, 5.596], [-2.385, -1.089, -4.102], [-0.867, -1.267, -4.143], [-0.337, -2.199, -3.139], [-0.209, -3.612, -3.520], [-1.451, -4.442, -3.191], [-0.091, -1.799, -1.897], [0.547, -2.743, -0.929], [-0.408, -0.579, -1.498], [-2.677, -0.327, -4.825], [-2.725, -0.771, -3.116], [-2.904, -2.007, -4.365], [-0.374, -0.302, -4.015], [-0.565, -1.645, -5.117], [0.661, -4.038, -3.025], [-0.018, -3.643, -4.590], [-1.740, -4.320, -2.148], [-1.243, -5.497, -3.368], [-2.292, -4.159, -3.820], [1.466, -3.159, -1.341], [-0.126, -3.569, -0.697], [0.779, -2.228, -0.006], [-0.872, 0.018, -2.173]], "mulliken_spin": [0.79, 0.07, 0.00, 0.26, 0.00, 0.03, -0.01, 0.02, -0.01, 0.31, 0.01, 0.00, 0.00, 0.01, 0.00, 0.01, 0.00, 0.00, 0.01, 0.05, 0.00, 0.00, 0.00, 0.10, 0.01, 0.01, 0.00, 0.00, 0.00, 0.01, 0.00, 0.10, -0.01, 0.01, -0.01, 0.01, 0.26, 0.00, 0.00, 0.00, 0.00, 0.00, 0.00, 0.00, 0.00, 0.00, 0.00, 0.00, 0.00, 0.00, -0.02]}



{"formula": "C5H10O2", "method": "wB97M-V/def2-TZVPD", "orbital_gap_ev": 10.5, "smiles": "OCCOC1CC1", "elements": ["O", "C", "C", "O", "C", "C", "C", "H", "H", "H", "H", "H", "H", "H", "H", "H", "H"], "coordinates": [[2.892, 0.083, -1.032], [2.391, -0.140, 0.267], [0.913, -0.421, 0.248], [0.262, 0.793, -0.044], [-1.082, 0.670, -0.383], [-1.833, -0.629, -0.275], [-2.260, 0.568, 0.539], [2.355, 0.788, -1.417], [2.568, 0.720, 0.928], [2.922, -1.007, 0.668], [0.691, -1.168, -0.523], [0.564, -0.808, 1.212], [-1.290, 1.360, -1.195], [-1.400, -1.426, 0.327], [-2.397, -1.015, -1.116], [-2.177, 0.512, 1.619], [-3.119, 1.120, 0.177]], "mulliken_charge": [-0.52, -0.59, -0.40, -0.38, 0.01, -0.60, -0.57, 0.32, 0.29, 0.35, 0.40, 0.32, 0.39, 0.25, 0.25, 0.24, 0.26]}



{"formula": "C65H65N13", "method": "wB97M-V/def2-TZVPD", "orbital_gap_ev": 9.7, "elements": ["N", "C", "C", "C", "C", "C", "H", "H", "H", "H", "H", "N", "C", "C", "C", "C", "C", "H", "H", "H", "H", "H", "N", "C", "C", "C", "C", "C", "H", "H", "H", "H", "H", "N", "C", "C", "C", "C", "C", "H", "H", "H", "H", "H", "N", "C", "C", "C", "C", "C", "H", "H", "H", "H", "H", "N", "C", "C", "C", "C", "C", "H", "H", "H", "H", "H", "N", "C", "C", "C", "C", "C", "H", "H", "H", "H", "H", "N", "C", "C", "C", "C", "C", "H", "H", "H", "H", "H", "N", "C", "C", "C", "C", "C", "H", "H", "H", "H", "H", "N", "C", "C", "C", "C", "C", "H", "H", "H", "H", "H", "N", "C", "C", "C", "C", "C", "H", "H", "H", "H", "H", "N", "C", "C", "C", "C", "C", "H", "H", "H", "H", "H", "N", "C", "C", "C", "C", "C", "H", "H", "H", "H", "H"], "coordinates": [[-2.569, -1.606, 4.824], [-2.124, -2.310, 5.841], [-1.680, -3.618, 5.771], [-1.666, -4.250, 4.552], [-2.073, -3.503, 3.457], [-2.528, -2.215, 3.629], [-2.115, -1.854, 6.813], [-1.327, -4.141, 6.670], [-1.267, -5.255, 4.464], [-1.957, -3.905, 2.464], [-2.944, -1.669, 2.786], [4.717, -1.085, -0.386], [5.966, -1.163, 0.100], [6.612, -0.106, 0.705], [6.031, 1.125, 0.748], [4.701, 1.229, 0.291], [4.092, 0.085, -0.280], [6.504, -2.111, 0.061], [7.640, -0.232, 1.049], [6.461, 1.945, 1.271], [4.164, 2.172, 0.203], [3.066, 0.185, -0.600], [0.351, -4.571, 1.305], [0.686, -5.793, 1.699], [1.787, -6.489, 1.228], [2.622, -5.869, 0.336], [2.294, -4.591, -0.084], [1.133, -4.005, 0.397], [0.105, -6.324, 2.434], [2.058, -7.453, 1.644], [3.446, -6.352, -0.156], [2.908, -4.021, -0.780], [0.825, -3.017, 0.084], [-4.196, -3.175, -2.740], [-2.953, -3.373, -2.242], [-2.652, -3.327, -0.901], [-3.672, -3.013, 0.010], [-4.894, -2.651, -0.501], [-5.119, -2.783, -1.850], [-2.097, -3.579, -2.858], [-1.684, -3.667, -0.555], [-3.549, -2.976, 1.070], [-5.702, -2.314, 0.113], [-6.093, -2.584, -2.266], [2.396, 3.924, -5.407], [3.558, 4.295, -4.925], [4.191, 3.676, -3.827], [3.559, 2.639, -3.195], [2.326, 2.198, -3.745], [1.793, 2.887, -4.798], [4.123, 5.069, -5.406], [5.148, 4.058, -3.455], [4.052, 2.133, -2.374], [1.769, 1.411, -3.273], [0.837, 2.642, -5.249], [-5.769, -0.064, 1.856], [-5.283, -0.255, 3.084], [-4.805, 0.716, 3.874], [-4.918, 2.045, 3.494], [-5.431, 2.213, 2.266], [-5.741, 1.193, 1.440], [-5.286, -1.225, 3.572], [-4.272, 0.399, 4.770], [-4.627, 2.899, 4.053], [-5.531, 3.224, 1.854], [-6.069, 1.351, 0.424], [-1.016, 2.137, 5.534], [-0.555, 3.330, 5.965], [-0.267, 4.394, 5.126], [-0.567, 4.252, 3.775], [-1.072, 3.033, 3.316], [-1.291, 2.039, 4.234], [-0.386, 3.491, 7.034], [0.247, 5.270, 5.519], [-0.284, 4.982, 3.039], [-1.247, 2.823, 2.272], [-1.675, 1.083, 3.900], [2.949, 0.212, 3.435], [3.355, -0.977, 2.995], [2.546, -2.103, 3.148], [1.378, -2.064, 3.867], [1.049, -0.829, 4.456], [1.841, 0.273, 4.173], [4.360, -1.027, 2.611], [2.909, -3.022, 2.674], [0.676, -2.869, 3.939], [0.234, -0.730, 5.159], [1.475, 1.220, 4.489], [1.167, -3.668, -4.199], [1.864, -3.763, -5.325], [2.946, -2.954, -5.696], [3.320, -2.002, -4.740], [2.611, -1.890, -3.546], [1.572, -2.711, -3.325], [1.564, -4.555, -5.984], [3.406, -2.976, -6.664], [4.089, -1.307, -4.978], [2.860, -1.126, -2.820], [0.972, -2.654, -2.441], [-1.295, 4.300, -1.819], [-1.936, 4.034, -2.977], [-3.189, 3.473, -3.002], [-3.869, 3.201, -1.800], [-3.226, 3.524, -0.626], [-1.968, 4.053, -0.698], [-1.473, 4.323, -3.878], [-3.612, 3.243, -3.977], [-4.868, 2.795, -1.781], [-3.733, 3.387, 0.319], [-1.446, 4.227, 0.217], [2.844, 5.105, -0.395], [1.869, 4.182, -0.450], [1.657, 3.323, 0.606], [2.407, 3.416, 1.730], [3.437, 4.332, 1.769], [3.616, 5.152, 0.680], [1.215, 4.126, -1.307], [0.835, 2.616, 0.541], [2.145, 2.836, 2.582], [4.083, 4.483, 2.610], [4.428, 5.862, 0.647], [0.540, -0.482, -0.983], [0.324, -0.402, 0.354], [-0.910, -0.069, 0.810], [-1.977, 0.143, -0.062], [-1.711, 0.036, -1.418], [-0.440, -0.248, -1.830], [1.224, -0.394, 0.962], [-1.056, -0.044, 1.890], [-2.909, 0.490, 0.357], [-2.454, 0.176, -2.188], [-0.302, -0.300, -2.902], [-0.548, 0.575, -6.147], [-0.358, -0.700, -5.828], [-1.344, -1.529, -5.290], [-2.567, -0.989, -4.971], [-2.740, 0.365, -5.182], [-1.722, 1.097, -5.763], [0.610, -1.116, -6.131], [-1.102, -2.545, -5.063], [-3.343, -1.630, -4.554], [-3.668, 0.873, -4.967], [-1.822, 2.172, -5.875]], "mulliken_charge": [0.11, -0.70, -0.17, -0.63, -0.22, -0.01, 0.36, 0.40, 0.32, 0.17, 0.45, -0.22, -0.63, -0.35, -0.74, 0.35, -0.06, 0.34, 0.39, 0.44, 0.02, 0.43, 0.26, -0.18, -0.73, -0.63, -0.55, -0.64, 0.25, 0.40, 0.43, 0.43, 0.90, -0.64, -0.49, 0.09, 0.02, -0.54, -0.51, 0.53, 0.34, 0.27, 0.44, 0.40, -0.57, -0.44, -0.36, -0.48, 0.04, -0.65, 0.36, 0.38, 0.41, 0.53, 0.69, -0.42, -0.50, -0.21, -0.42, -0.27, -0.42, 0.52, 0.40, 0.52, 0.47, 0.40, -0.46, -0.56, -0.37, -0.38, 0.26, -0.22, 0.36, 0.42, 0.46, 0.26, 0.22, -0.45, -0.54, -0.49, 0.31, -0.58, -0.65, 0.47, 0.38, 0.36, 0.55, 0.64, -0.49, -0.48, -0.43, -0.70, 0.04, -0.67, 0.42, 0.46, 0.44, 0.49, 0.93, -0.37, -0.64, -0.36, -0.32, -0.13, -0.53, 0.51, 0.51, 0.42, 0.18, 0.70, -0.58, -0.90, 0.59, -0.01, -0.79, -0.41, 0.73, 0.15, 0.36, 0.47, 0.39, 1.26, -0.99, -0.41, -0.57, -0.65, -0.21, 0.37, 0.43, 0.21, 0.48, 0.17, -0.55, -0.29, -0.47, -0.33, -0.30, -0.40, 0.37, 0.53, 0.59, 0.47, 0.43]}



{"formula": "C5H7NO", "method": "wB97M-V/def2-TZVPD", "orbital_gap_ev": [6.6, 8.3], "elements": ["C", "C", "C", "O", "C", "N", "C", "H", "H", "H", "H", "H", "H", "H"], "coordinates": [[-1.575, -0.816, 0.412], [-0.326, 0.720, -0.724], [0.609, 1.403, 0.118], [1.592, 0.717, 0.721], [1.588, -0.667, 0.620], [0.745, -1.402, 0.040], [-0.476, -0.813, -0.509], [-1.418, -0.479, 1.432], [-2.550, -1.216, 0.151], [-1.132, 1.319, -1.141], [0.500, 2.421, 0.495], [0.690, 1.174, -1.299], [2.457, -1.059, 1.141], [-0.705, -1.301, -1.457]], "mulliken_charge": [-0.95, -0.56, -0.32, -0.34, 0.01, -0.51, 0.33, 0.29, 0.29, 0.45, 0.41, 0.24, 0.38, 0.30]}